{
  "formula": "CH4NO2",
  "method": "ωB97M-V/def2-TZVPD",
  "e_homo_ev": [-15.25, -16.01],
  "gap_ev": [6.800, 8.313],
  "mol_weight_da": 62.05,
  "charge": 1,
  "total_energy_ev": -6670.3130,
  "de_lowest_ev": 9.581,
  "symbols": ["H", "H", "O", "N", "H", "C", "O", "H"],
  "xyz": [[-2.126, -0.495, 0.916], [-1.349, 1.026, -0.163], [2.591, -0.440, 0.027], [0.463, -0.481, 0.605], [-1.966, -0.257, -1.027], [-1.851, 0.107, -0.007], [1.196, 0.202, 0.092], [3.044, 0.339, -0.444]]
}